Formula: C25H17N5O3W
Source: the OMol25 dataset
Level of theory: the ωB97M-V functional and the def2-TZVPD basis

CARTESIAN COORDINATES (ANGSTROEM)
W -0.2812 -1.0493 -0.5175
C 3.5194 -2.2501 -2.0599
C 4.4059 -1.2227 -1.7281
C 3.9327 -0.0853 -1.1177
C 2.5709 0.0525 -0.8396
N 1.7163 -0.9628 -1.1553
C 2.1987 -2.0869 -1.7545
N 2.1732 1.2437 -0.2585
C 0.9600 1.6682 -0.3300
N -0.1189 0.9149 -0.7945
C -1.2271 1.7558 -0.9821
N -2.2972 1.4231 -1.5937
C -2.4645 0.2135 -2.2391
C -3.5143 0.1555 -3.1580
C -3.7513 -0.9886 -3.8807
C -2.9400 -2.1096 -3.6830
C -1.9341 -2.0252 -2.7663
N -1.6763 -0.8921 -2.0484
C -0.8726 3.0712 -0.4334
C -1.6017 4.2384 -0.3457
C -0.9558 5.3524 0.1853
C 0.3766 5.2969 0.5860
C 1.1174 4.1239 0.4728
C 0.4667 3.0141 -0.0281
H 3.8540 -3.1571 -2.5411
H 5.4600 -1.3204 -1.9517
H 4.5820 0.7352 -0.8492
H 1.4712 -2.8587 -1.9800
H -4.1189 1.0430 -3.2725
H -4.5636 -1.0223 -4.5945
H -3.1024 -3.0314 -4.2218
H -1.3002 -2.8775 -2.5520
H -2.6305 4.2846 -0.6753
H -1.4959 6.2843 0.2827
H 0.8443 6.1867 0.9846
H 2.1585 4.0832 0.7626
O 0.7922 -0.8869 1.4253
C 0.4221 -1.3313 2.7144
C 1.1527 -0.8638 3.7833
C 0.8215 -1.2862 5.0637
C -0.2317 -2.1685 5.2620
C -0.9522 -2.6268 4.1751
C -0.6400 -2.2181 2.8761
C -1.4725 -2.7826 1.7914
O -2.3776 -3.5320 1.9002
O -1.1025 -2.3477 0.5027
H 1.5191 -0.2469 1.4890
H 1.9762 -0.1754 3.6289
H 1.3944 -0.9214 5.9052
H -0.4870 -2.4969 6.2590
H -1.7759 -3.3163 4.3017

* charge: +2
* ΔE to the lowest compared entry with this formula, charge and spin: 0.0 kJ/mol
* ⟨S²⟩: 2.0119
* 2S+1: 3
* HOMO energy (spin up / spin down): -0.545 / -0.545 hartree
* largest force on an atom: 0.54 eV/A

Quick look at the Löwdin charges, all values in e: 1.81, -0.01, 0.01, 0.04, -0.29, -0.07, -0.09, 0.18, -0.26, -0.06, -0.24, 0.20, -0.26, 0.04, 0.02, -0.01, -0.10, -0.08, -0.09, 0.03, -0.02, -0.02, 0.03, -0.10, 0.13, 0.14, 0.14, 0.12, 0.14, 0.14, 0.13, 0.12, 0.13, 0.12, 0.12, 0.13, -0.10, -0.19, 0.01, -0.02, -0.02, 0.03, -0.07, -0.43, 0.21, -0.23, 0.11, 0.13, 0.13, 0.13, 0.14